# C33H63Cl9O14

A 13-piece molecular cluster, C33H63Cl9O14 overall (wB97M-V/def2-TZVPD, OMol25).

Computed properties:
HOMO-LUMO gap = 9.4 eV
highest occupied orbital energy = -9.247 eV
total charge = 0

Positions of all 119 atoms, in Å:
1 C 14.305473 -10.140974 -30.464576
2 Cl 14.891169 -10.782177 -32.009027
3 Cl 12.541579 -10.340013 -30.385818
4 Cl 14.697929 -8.382781 -30.446659
5 H 14.828867 -10.576550 -29.621988
6 C 10.165378 -18.976366 -27.996517
7 Cl 10.241971 -20.018788 -29.397030
8 Cl 8.537867 -18.877781 -27.306508
9 Cl 10.807768 -17.379715 -28.305983
10 H 10.771537 -19.387314 -27.196233
11 C 15.283840 -19.201943 -27.927223
12 Cl 15.129045 -17.548197 -28.624431
13 Cl 16.383398 -20.181753 -28.912060
14 Cl 13.692025 -19.929618 -27.819466
15 H 15.752538 -19.064020 -26.963170
16 C 19.903746 -12.813907 -23.092288
17 O 19.902927 -12.959771 -24.507740
18 C 18.806836 -13.398690 -25.066489
19 O 17.756170 -13.557470 -24.499563
20 O 19.018791 -13.570865 -26.348749
21 C 18.024117 -14.139907 -27.181627
22 H 18.975352 -12.413666 -22.695203
23 H 20.771725 -12.227492 -22.812615
24 H 20.049950 -13.814302 -22.675186
25 H 17.177005 -13.468876 -27.343649
26 H 17.681755 -15.069824 -26.726412
27 H 18.464367 -14.275997 -28.164481
28 C 11.560126 -18.387874 -23.719398
29 O 12.325717 -17.186416 -23.682280
30 C 13.277632 -17.003504 -24.564415
31 O 13.573603 -17.761616 -25.464013
32 O 13.847016 -15.832192 -24.327771
33 C 14.888011 -15.283043 -25.104325
34 H 10.891346 -18.352851 -22.864601
35 H 12.188992 -19.271842 -23.641528
36 H 10.971924 -18.373030 -24.637782
37 H 15.870954 -15.568803 -24.725274
38 H 14.937508 -14.200127 -24.988824
39 H 14.768687 -15.537340 -26.156648
40 C 10.167198 -14.722707 -25.137780
41 C 9.267282 -13.626767 -24.606806
42 O 8.572062 -12.948167 -25.322825
43 C 9.090914 -13.493633 -23.101594
44 H 9.782183 -15.742061 -25.064897
45 H 11.152670 -14.724826 -24.661682
46 H 10.376612 -14.601364 -26.202859
47 H 9.821170 -12.852576 -22.604183
48 H 9.147849 -14.481694 -22.637092
49 H 8.113656 -13.071205 -22.877914
50 C 11.128215 -11.211910 -26.734109
51 C 11.942976 -10.792986 -25.534021
52 O 12.015062 -9.625958 -25.212956
53 C 12.652815 -11.849102 -24.768101
54 H 10.429791 -12.023347 -26.535236
55 H 11.829012 -11.432585 -27.539706
56 H 10.512475 -10.342285 -26.964784
57 H 13.388117 -12.427961 -25.328822
58 H 11.926945 -12.476936 -24.244490
59 H 13.234582 -11.397548 -23.959103
60 C 17.908709 -18.076804 -32.797096
61 C 18.189143 -17.813381 -31.337602
62 O 18.881316 -18.542276 -30.679884
63 C 17.668539 -16.486637 -30.820360
64 H 16.836634 -18.166446 -32.984863
65 H 18.434016 -18.954069 -33.160459
66 H 18.210112 -17.142701 -33.278872
67 H 18.155619 -15.656900 -31.335253
68 H 17.966527 -16.408805 -29.769720
69 H 16.588045 -16.356554 -30.807294
70 C 12.530739 -16.277157 -32.475653
71 C 13.392764 -17.484393 -32.130791
72 O 14.540994 -17.565175 -32.501452
73 C 12.772353 -18.546496 -31.238710
74 H 13.018002 -15.624871 -33.199224
75 H 12.271178 -15.644859 -31.627398
76 H 11.642977 -16.680510 -32.970795
77 H 12.109996 -19.121733 -31.887738
78 H 12.267793 -18.081961 -30.399675
79 H 13.596467 -19.171164 -30.901375
80 C 14.960095 -14.353521 -29.460210
81 C 13.899521 -13.734754 -28.583657
82 O 13.817686 -12.546187 -28.363689
83 C 12.832736 -14.626585 -28.008310
84 H 15.447487 -13.577402 -30.045991
85 H 14.378901 -15.043208 -30.080382
86 H 15.719737 -14.866077 -28.872268
87 H 13.045262 -15.695042 -28.029952
88 H 11.960546 -14.450681 -28.651143
89 H 12.539239 -14.315322 -27.007633
90 C 15.276456 -7.823505 -25.574878
91 C 15.793796 -8.887895 -26.536451
92 O 16.571265 -8.583718 -27.405588
93 C 15.257041 -10.282820 -26.371042
94 H 14.321802 -8.126409 -25.139577
95 H 15.074359 -6.902627 -26.119289
96 H 16.013103 -7.647157 -24.792745
97 H 15.395871 -10.583931 -25.332777
98 H 15.709399 -10.944704 -27.104814
99 H 14.187619 -10.172838 -26.560600
100 C 16.898998 -15.515012 -35.823420
101 C 17.074317 -14.919663 -34.441075
102 O 18.200446 -14.775557 -34.003888
103 C 15.867085 -14.571383 -33.615190
104 H 15.854893 -15.417855 -36.111236
105 H 17.302026 -16.523324 -35.813101
106 H 17.554341 -14.874925 -36.415811
107 H 15.274044 -13.838079 -34.171595
108 H 16.090157 -14.199003 -32.619255
109 H 15.240216 -15.462984 -33.527885
110 C 18.110758 -10.021853 -30.512276
111 C 18.021867 -11.535908 -30.488543
112 O 17.242833 -12.118443 -29.760321
113 C 18.779739 -12.256233 -31.564485
114 H 17.753264 -9.646418 -31.472926
115 H 19.161081 -9.738998 -30.414003
116 H 17.485115 -9.563528 -29.747616
117 H 19.793029 -12.440826 -31.190601
118 H 18.920700 -11.672916 -32.472932
119 H 18.270795 -13.191243 -31.786361

Forces on the atoms, in the same order (eV/Å):
C -0.201 1.216 -0.612
Cl 0.077 -0.366 0.219
Cl 0.472 -0.124 0.259
Cl -0.136 -0.435 0.203
H -0.214 -0.407 -0.047
C 0.015 -0.163 0.829
Cl -0.101 -0.060 -0.045
Cl -0.119 0.012 -0.192
Cl 0.004 0.396 -0.149
H 0.138 -0.177 -0.249
C 0.273 0.481 -0.582
Cl 0.083 -0.466 0.160
Cl -0.257 0.197 0.144
Cl 0.087 -0.182 0.106
H -0.329 -0.141 0.202
C 0.096 -0.911 0.443
O 1.180 0.606 0.073
C -1.186 0.209 -0.006
O -0.582 -0.431 0.219
O 1.069 0.173 -0.864
C -0.712 0.054 0.137
H -0.005 0.199 -0.215
H -0.081 0.260 -0.232
H -0.120 0.088 0.157
H 0.038 0.109 0.330
H -0.049 -0.106 -0.265
H 0.243 -0.238 0.143
C -0.094 0.103 -0.347
O -0.385 0.319 1.120
C 0.977 -0.296 -1.506
O -0.113 0.125 0.319
O -0.704 0.732 1.125
C 0.964 -0.011 -0.562
H 0.048 0.138 0.022
H 0.069 0.026 -0.219
H 0.023 -0.353 -0.007
H -0.115 -0.550 -0.109
H -0.705 -0.022 0.107
H 0.108 -0.134 0.015
C 0.979 0.075 -0.657
C -0.888 -0.398 0.629
O 0.341 0.070 -0.489
C 0.062 -0.411 0.246
H -0.395 0.186 0.457
H -0.164 0.002 0.327
H -0.314 0.320 -0.007
H 0.243 -0.059 -0.266
H 0.126 0.053 0.040
H -0.029 0.042 -0.226
C -0.266 0.773 0.361
C -0.397 0.231 -0.430
O 0.089 -0.067 0.064
C 0.775 -0.101 1.388
H 0.342 -0.285 -0.015
H -0.155 -0.198 -0.124
H 0.114 -0.027 -0.373
H -0.485 -0.211 -0.392
H 0.013 -0.317 -0.402
H -0.097 0.240 -0.106
C -0.277 0.418 0.231
C -0.388 0.302 -0.892
O 0.175 -0.263 0.563
C 0.439 0.109 1.283
H -0.029 -0.060 0.155
H 0.123 0.074 -0.030
H 0.197 -0.279 -0.409
H -0.180 -0.055 -0.308
H 0.076 -0.060 -0.050
H -0.058 -0.199 -0.612
C 0.138 -0.318 -0.776
C 0.059 0.661 0.862
O 0.030 -0.050 -0.253
C 0.876 0.375 -0.881
H 0.208 -0.161 0.008
H -0.215 -0.374 0.238
H -0.286 0.280 0.308
H -0.303 -0.085 0.353
H -0.281 -0.135 -0.047
H -0.167 -0.169 0.107
C -0.791 0.552 -0.087
C 0.145 0.233 0.587
O 0.391 0.163 -0.140
C -0.422 -0.297 -0.278
H 0.007 -0.079 -0.047
H 0.565 -0.288 -0.206
H -0.125 -0.227 0.034
H 0.195 0.046 0.040
H -0.060 -0.090 0.059
H 0.153 0.095 0.027
C -0.583 -0.362 -0.244
C -0.109 0.546 0.314
O 0.334 -0.104 -0.408
C 0.013 0.669 -0.199
H 0.152 -0.117 0.226
H 0.351 0.051 -0.050
H 0.004 0.044 0.036
H -0.037 -0.274 -0.049
H 0.041 -0.173 0.166
H -0.044 -0.305 0.053
C -0.021 1.111 0.752
C 0.745 -0.327 0.792
O -0.233 0.119 0.000
C -0.449 -0.088 -0.525
H 0.095 -0.401 -0.408
H -0.236 -0.140 -0.136
H -0.176 -0.262 -0.462
H -0.033 0.060 0.108
H 0.270 0.065 -0.072
H 0.064 -0.057 0.025
C 0.076 -0.254 0.291
C -1.134 0.867 -0.823
O 0.379 -0.068 0.219
C 0.430 -0.220 0.299
H 0.120 -0.190 -0.143
H -0.061 0.220 0.058
H 0.248 -0.094 0.236
H -0.060 -0.255 -0.019
H -0.234 0.131 0.039
H 0.239 -0.097 -0.063

***

# C32H33AsMnN4O2S

C32H33AsMnN4O2S as an isolated structure (wB97M-V/def2-TZVPD, OMol25).

Computed properties:
expectation value of S² = 8.754
HOMO-LUMO gap (spin up / spin down) = 6.9 / 7.0 eV
highest occupied orbital energy (spin up / spin down) = -7.138 / -7.232 eV
multiplicity = 6
total charge = 0

Positions of all 74 atoms, in Å:
1 Mn -0.433800 0.199100 0.351700
2 N -1.306000 1.591600 -1.486700
3 C -0.409800 2.275700 -2.419900
4 C 0.857900 1.433400 -2.716800
5 N 1.268100 0.636300 -1.566500
6 C 2.679800 0.535100 -1.218000
7 C 2.890600 0.749000 0.296400
8 N 1.869100 0.035300 1.062700
9 H -2.019500 2.236900 -1.155900
10 H -1.786200 0.834000 -1.981000
11 H -0.912000 2.485600 -3.374500
12 H -0.122600 3.226800 -1.973200
13 H 0.645500 0.784000 -3.573100
14 H 1.662600 2.113800 -3.007700
15 H 0.894300 -0.307600 -1.683600
16 H 3.075100 -0.459100 -1.478800
17 H 3.266200 1.288600 -1.749100
18 H 3.904500 0.413500 0.557700
19 H 2.804100 1.813000 0.525300
20 H 2.110000 -0.956400 1.131000
21 H 1.830100 0.401100 2.012800
22 S -1.807800 -1.372200 -1.065800
23 C -1.698500 -3.072600 -1.463100
24 C -2.809300 -3.714400 -2.011000
25 C -2.725200 -5.032100 -2.415300
26 C -1.539900 -5.736300 -2.270900
27 C -0.439400 -5.113000 -1.707200
28 C -0.503700 -3.788000 -1.300800
29 As 0.991900 -2.805800 -0.537300
30 C 2.420900 -4.101100 -0.975500
31 C 2.851200 -4.022000 -2.299700
32 C 3.915900 -4.773100 -2.756000
33 C 4.589400 -5.608000 -1.877400
34 C 4.158400 -5.716900 -0.566000
35 C 3.076400 -4.973800 -0.118500
36 C 0.695600 -3.118500 1.364800
37 C -0.569200 -3.345600 1.891100
38 C -0.759300 -3.410500 3.260000
39 C 0.312100 -3.238800 4.120200
40 C 1.580900 -3.021800 3.609100
41 C 1.766800 -2.954300 2.241100
42 H -3.729300 -3.159900 -2.118700
43 H -3.589600 -5.513000 -2.851200
44 H -1.472200 -6.766600 -2.592500
45 H 0.487700 -5.663200 -1.588300
46 H 2.318100 -3.354300 -2.974800
47 H 4.226200 -4.696700 -3.789200
48 H 5.450900 -6.166000 -2.215700
49 H 4.671700 -6.381500 0.116000
50 H 2.740800 -5.080700 0.906300
51 H -1.418100 -3.478400 1.230100
52 H -1.748100 -3.586800 3.657900
53 H 0.155500 -3.273600 5.187700
54 H 2.426700 -2.894900 4.272000
55 H 2.768100 -2.798600 1.839900
56 O -1.779900 0.503200 4.287700
57 C -1.407600 0.729600 3.147600
58 O -1.290100 -0.087100 2.188200
59 C -0.986700 2.172500 2.792300
60 C -1.290900 3.232800 3.667900
61 C -0.859200 4.495700 3.365300
62 C -0.078300 4.691300 2.204000
63 C 0.470200 5.938800 1.844500
64 C 1.275500 6.055600 0.743700
65 C 1.540100 4.941200 -0.062600
66 C 1.003600 3.719100 0.246700
67 C 0.190300 3.560800 1.385900
68 N -0.292900 2.327200 1.678300
69 H -1.861700 3.016800 4.558100
70 H -1.079900 5.340100 4.003600
71 H 0.256700 6.804600 2.454000
72 H 1.706300 7.012200 0.484600
73 H 2.156700 5.056500 -0.943000
74 H 1.173500 2.836000 -0.347300

Forces on the atoms, in the same order (eV/Å):
Mn 0.406 0.401 -0.074
N -0.307 -0.169 0.151
C 0.297 -0.003 -0.142
C -0.342 0.088 -0.004
N -0.269 -0.327 0.073
C 0.119 -0.165 0.393
C 0.059 0.039 -0.419
N -0.241 -0.245 0.271
H 0.070 -0.098 -0.086
H -0.001 0.119 0.223
H 0.123 0.072 0.138
H -0.063 -0.018 -0.076
H 0.094 0.045 0.006
H -0.025 -0.064 -0.026
H 0.124 0.132 0.011
H -0.063 0.235 -0.074
H -0.020 -0.077 -0.084
H -0.128 0.178 -0.005
H 0.073 -0.121 0.051
H -0.163 0.470 0.109
H -0.004 -0.194 -0.109
S -0.269 0.421 -0.011
C 0.383 0.092 0.080
C 0.036 -0.008 0.026
C -0.057 -0.024 -0.023
C 0.064 -0.114 -0.003
C 0.242 -0.127 0.062
C -0.186 0.186 0.051
As 0.125 -0.803 -0.301
C -0.041 0.260 -0.010
C -0.298 0.264 0.019
C 0.057 -0.014 -0.079
C 0.068 -0.055 -0.022
C 0.115 -0.081 -0.005
C -0.240 0.083 0.226
C 0.076 0.001 0.002
C -0.164 -0.127 -0.279
C 0.056 -0.002 0.108
C -0.074 -0.046 0.073
C 0.108 0.072 0.129
C 0.171 -0.071 -0.247
H -0.074 0.047 -0.026
H -0.067 -0.036 -0.020
H 0.005 -0.030 0.002
H -0.054 -0.011 -0.010
H 0.147 -0.062 -0.038
H 0.040 -0.007 -0.033
H 0.016 -0.086 -0.017
H 0.005 -0.027 0.031
H 0.024 0.015 0.005
H 0.038 0.065 -0.007
H -0.057 0.046 0.001
H 0.001 0.002 0.095
H 0.009 -0.014 0.046
H -0.035 -0.019 0.102
O -0.012 0.183 -0.033
C 0.013 0.453 0.198
O 0.119 -0.518 -0.541
C 0.244 -0.284 -0.231
C 0.034 0.476 0.051
C -0.066 -0.467 -0.050
C 0.066 -0.276 -0.150
C 0.184 0.082 -0.179
C -0.169 0.286 0.223
C -0.071 -0.443 -0.157
C 0.043 0.180 -0.007
C -0.004 0.540 0.194
N -0.381 -0.340 0.373
H -0.005 -0.089 0.018
H -0.041 0.035 0.065
H -0.019 0.060 0.111
H -0.006 0.062 0.006
H 0.082 -0.024 -0.039
H 0.082 -0.006 -0.109

***

| no. | strongest force on any atom (eV/A) |
| --- | --- |
| 1 | 1.82 |
| 2 | 0.87 |